1.
{
  "formula": "C30H57BrFN2O8P",
  "method": "ωB97M-V/def2-TZVPD",
  "elements": ["C", "C", "C", "C", "O", "C", "N", "C", "C", "O", "F", "C", "C", "Br", "C", "C", "C", "C", "O", "C", "C", "C", "O", "C", "O", "C", "C", "C", "O", "P", "C", "O", "H", "H", "H", "H", "H", "H", "H", "H", "H", "H", "H", "H", "H", "H", "H", "H", "H", "H", "H", "H", "H", "H", "H", "H", "H", "H", "H", "H", "H", "H", "H", "H", "H", "H", "H", "H", "H", "H", "H", "C", "C", "C", "C", "C", "C", "N", "O", "C", "C", "C", "H", "H", "H", "H", "H", "H", "H", "H", "H", "H", "H", "H", "H", "H", "H", "H", "H", "H"],
  "positions_angstrom": [[-0.76, 2.72, 3.89], [0.51, 3.32, 3.24], [1.51, 2.17, 2.89], [1.20, 1.41, 1.60], [1.16, 2.24, 0.41], [0.14, 1.89, -0.49], [-0.29, 3.17, -1.15], [-0.46, 4.37, -0.34], [-1.69, 4.14, 0.59], [-1.89, 4.71, 1.54], [-2.55, 3.20, 0.13], [-0.45, 3.01, -2.42], [-0.83, 4.21, -3.27], [-1.33, 3.79, -5.11], [0.42, 5.16, -3.35], [0.11, 6.49, -4.12], [-0.20, 1.52, -2.82], [0.60, 1.30, -4.15], [-1.20, 0.59, -2.54], [-2.44, 0.82, -3.24], [-3.58, 0.51, -2.24], [-4.98, 0.78, -2.82], [-3.40, -0.85, -1.89], [0.89, 1.14, -1.70], [2.08, 1.83, -1.84], [3.26, 1.00, -1.96], [4.39, 1.92, -2.52], [3.93, 2.69, -3.78], [5.40, 0.98, -2.97], [0.96, -0.67, -1.11], [0.83, -1.84, -2.56], [-0.40, -1.00, -0.17], [-1.28, 2.00, 3.23], [-1.47, 3.50, 4.20], [-0.48, 2.16, 4.80], [0.31, 3.89, 2.32], [1.01, 4.01, 3.94], [2.53, 2.57, 2.92], [1.43, 1.43, 3.71], [0.28, 0.79, 1.65], [2.03, 0.69, 1.45], [-0.77, 1.42, -0.09], [0.43, 4.66, 0.23], [-0.75, 5.25, -0.93], [-1.64, 4.79, -2.77], [1.24, 4.63, -3.85], [0.78, 5.46, -2.35], [0.47, 7.35, -3.53], [-0.98, 6.60, -4.22], [0.64, 6.52, -5.09], [1.50, 0.69, -4.01], [-0.09, 0.83, -4.87], [0.93, 2.29, -4.53], [-2.57, 0.11, -4.08], [-2.57, 1.86, -3.60], [-3.36, 1.16, -1.36], [-5.70, 0.63, -2.00], [-5.10, 1.81, -3.21], [-5.19, 0.00, -3.57], [-4.07, -1.11, -1.24], [3.15, 0.19, -2.70], [3.54, 0.64, -0.96], [4.82, 2.57, -1.75], [4.77, 3.36, -4.07], [3.77, 2.02, -4.64], [3.05, 3.32, -3.60], [5.75, 1.35, -3.79], [1.57, -2.64, -2.40], [0.98, -1.38, -3.54], [-0.16, -2.33, -2.55], [-0.48, -1.96, -0.02], [1.52, -5.91, 4.39], [0.79, -4.59, 3.98], [-0.27, -4.19, 5.01], [-1.59, -4.95, 4.92], [-2.12, -4.91, 3.49], [-1.09, -5.43, 2.48], [0.23, -4.75, 2.60], [0.12, -3.56, 2.08], [-0.95, -6.96, 2.67], [-1.67, -5.30, 1.06], [1.90, -3.53, 4.06], [1.20, -6.78, 3.83], [2.59, -5.84, 4.20], [1.38, -6.12, 5.45], [-0.50, -3.12, 4.90], [0.14, -4.30, 6.02], [-1.46, -5.98, 5.26], [-2.32, -4.50, 5.59], [-3.03, -5.50, 3.43], [-2.40, -3.88, 3.24], [-0.18, -7.37, 2.02], [-1.89, -7.46, 2.42], [-0.74, -7.25, 3.70], [-1.95, -4.27, 0.82], [-2.57, -5.90, 0.96], [-0.95, -5.64, 0.31], [2.67, -3.70, 3.30], [2.38, -3.58, 5.04], [1.52, -2.52, 3.94]],
  "mulliken_spin": [0.00, 0.00, 0.00, 0.00, 0.00, 0.00, 0.00, 0.00, 0.00, 0.00, 0.00, 0.00, 0.00, 0.00, 0.00, 0.00, 0.00, 0.00, 0.00, 0.00, 0.00, 0.00, 0.00, 0.00, 0.00, 0.00, 0.00, 0.00, 0.00, 0.00, 0.00, 0.00, 0.00, 0.00, 0.00, 0.00, 0.00, 0.00, 0.00, 0.00, 0.00, 0.00, 0.00, 0.00, 0.00, 0.00, 0.00, 0.00, 0.00, 0.00, 0.00, 0.00, 0.00, 0.00, 0.00, 0.00, 0.00, 0.00, 0.00, 0.00, 0.00, 0.00, 0.00, 0.00, 0.00, 0.00, 0.00, 0.00, 0.00, 0.00, 0.00, 0.02, 0.02, 0.02, -0.02, 0.02, 0.04, 0.34, 0.58, 0.01, -0.02, -0.01, -0.01, 0.00, 0.00, 0.00, 0.00, 0.00, 0.00, 0.00, 0.00, -0.01, 0.00, 0.00, 0.00, 0.00, 0.00, 0.00, 0.00, 0.00],
  "lumo_ha": [-0.1369, -0.1369],
  "total_charge": 1,
  "homo_lumo_gap_ev": [6.72, 6.73],
  "s2": 0.7542,
  "spin_multiplicity": 2
}


2.
{
  "formula": "C30H57F9N2O8",
  "method": "ωB97M-V/def2-TZVPD",
  "elements": ["C", "C", "O", "C", "O", "C", "F", "F", "F", "H", "H", "H", "H", "H", "C", "C", "O", "C", "O", "C", "F", "F", "F", "H", "H", "H", "H", "H", "C", "C", "O", "C", "O", "C", "F", "F", "F", "H", "H", "H", "H", "H", "C", "C", "N", "C", "C", "C", "C", "H", "H", "H", "H", "H", "H", "H", "H", "H", "H", "H", "H", "H", "H", "H", "C", "C", "N", "C", "C", "C", "C", "H", "H", "H", "H", "H", "H", "H", "H", "H", "H", "H", "H", "H", "H", "H", "C", "C", "C", "O", "H", "H", "H", "H", "H", "H", "C", "C", "C", "O", "H", "H", "H", "H", "H", "H"],
  "positions_angstrom": [[-0.80, 19.69, -8.70], [0.53, 19.00, -8.76], [0.33, 17.64, -8.43], [0.33, 17.27, -7.09], [0.58, 18.00, -6.09], [-0.06, 15.83, -6.83], [0.57, 15.31, -5.72], [-1.34, 15.79, -6.54], [0.14, 15.01, -7.94], [-0.72, 20.75, -8.92], [-1.25, 19.65, -7.71], [-1.41, 19.18, -9.45], [1.19, 19.58, -8.12], [0.97, 19.15, -9.75], [1.91, 20.79, -12.72], [3.30, 20.15, -12.91], [3.03, 18.80, -12.53], [4.03, 17.84, -12.67], [5.04, 18.01, -13.34], [3.71, 16.55, -11.86], [3.40, 15.48, -12.61], [4.80, 16.31, -11.17], [2.71, 16.71, -10.97], [2.04, 21.83, -13.01], [1.63, 20.70, -11.67], [1.11, 20.36, -13.32], [4.07, 20.60, -12.28], [3.61, 20.26, -13.95], [4.66, 13.29, -7.69], [3.90, 14.57, -7.88], [4.19, 15.43, -6.82], [4.11, 16.80, -6.95], [3.70, 17.47, -7.92], [4.43, 17.57, -5.60], [5.57, 17.22, -5.08], [4.43, 18.91, -5.78], [3.50, 17.34, -4.76], [4.64, 12.98, -6.65], [5.71, 13.46, -7.94], [4.24, 12.48, -8.30], [2.84, 14.34, -7.89], [4.05, 14.97, -8.89], [3.10, 14.73, 0.61], [4.12, 15.68, 0.00], [4.69, 15.15, -1.20], [3.63, 15.14, -2.26], [3.91, 14.24, -3.46], [5.74, 16.02, -1.76], [6.92, 16.23, -0.80], [3.35, 13.72, 0.31], [2.17, 14.72, 0.05], [2.89, 14.74, 1.68], [3.68, 16.67, -0.10], [4.93, 15.72, 0.74], [2.77, 14.60, -1.87], [3.25, 16.14, -2.51], [2.97, 14.11, -4.00], [4.73, 14.60, -4.07], [4.28, 13.31, -3.02], [5.33, 16.97, -2.08], [6.07, 15.60, -2.71], [7.14, 15.37, -0.16], [6.67, 17.06, -0.14], [7.83, 16.50, -1.34], [7.94, 14.49, -5.63], [8.89, 15.65, -5.74], [9.06, 16.09, -7.14], [7.83, 16.60, -7.65], [7.81, 16.94, -9.13], [10.27, 16.96, -7.33], [11.61, 16.14, -7.27], [7.76, 14.07, -4.64], [8.40, 13.78, -6.32], [6.92, 14.66, -5.96], [8.51, 16.52, -5.20], [9.88, 15.39, -5.35], [7.07, 15.83, -7.59], [7.52, 17.42, -7.01], [8.39, 17.84, -9.33], [8.26, 16.12, -9.70], [6.85, 17.19, -9.58], [10.36, 17.78, -6.63], [10.28, 17.28, -8.37], [12.37, 16.84, -7.59], [11.56, 15.28, -7.95], [11.80, 15.79, -6.26], [-0.39, 11.46, -6.91], [0.94, 11.85, -7.50], [0.95, 12.15, -8.98], [1.95, 11.87, -6.88], [-0.27, 11.26, -5.85], [-0.70, 10.52, -7.38], [-1.16, 12.21, -7.07], [0.26, 12.97, -9.17], [0.62, 11.27, -9.53], [1.87, 12.48, -9.45], [4.51, 21.95, -8.16], [4.11, 20.90, -9.15], [5.20, 19.91, -9.42], [2.98, 20.79, -9.62], [5.46, 22.42, -8.41], [4.72, 21.47, -7.20], [3.76, 22.73, -8.06], [5.88, 19.82, -8.57], [5.86, 20.32, -10.19], [4.76, 18.94, -9.66]],
  "lowdin_charge": [-0.06, -0.25, 0.02, -0.28, 0.12, -0.49, 0.13, 0.19, 0.12, 0.09, 0.08, 0.08, 0.12, 0.11, -0.06, -0.20, -0.02, -0.30, 0.14, -0.56, 0.16, 0.18, 0.16, 0.08, 0.05, 0.08, 0.12, 0.12, -0.05, -0.24, 0.01, -0.26, 0.12, -0.62, 0.19, 0.15, 0.22, 0.08, 0.07, 0.08, 0.10, 0.12, -0.09, -0.29, -0.16, -0.26, -0.07, -0.25, -0.08, 0.08, 0.05, 0.07, 0.12, 0.11, 0.09, 0.11, 0.08, 0.04, 0.08, 0.11, 0.09, 0.08, 0.06, 0.07, -0.09, -0.25, -0.19, -0.28, -0.07, -0.22, -0.09, 0.08, 0.09, 0.04, 0.11, 0.11, 0.09, 0.11, 0.06, 0.09, 0.05, 0.11, 0.10, 0.07, 0.07, 0.05, -0.01, -0.53, -0.03, 0.09, 0.09, 0.09, 0.08, 0.07, 0.09, 0.08, -0.02, -0.47, -0.02, 0.05, 0.09, 0.08, 0.09, 0.08, 0.10, 0.06],
  "de_lowest_ev": 1.553,
  "lumo_ha": 0.0208,
  "total_charge": 0,
  "homo_lumo_gap_ev": 8.93,
  "smiles": "CCOC(=O)C(F)(F)F.CCOC(=O)C(F)(F)F.CCOC(=O)C(F)(F)F.CCN(CC)CC.CCN(CC)CC.CC(C)=O.CC(C)=O",
  "spin_multiplicity": 1
}